1.
132
Properties=species:S:1:pos:R:3:mulliken_charge:R:1 method="wB97M-V/def2-TZVPD" relative_energy_kcal_mol=1252.9 lumo_energy_ev=0.029 total_charge=0 multiplicity=1
C 3.4981 -0.7323 2.0157 -1.533
C 3.3459 -1.8067 0.9503 0.776
C 4.0221 -3.1043 1.4548 -1.424
O 2.0001 -2.0584 0.7082 -0.723
H 3.1765 -1.2239 2.9338 -0.102
H 2.7801 0.0561 1.7896 -0.837
H 4.4954 -0.2932 2.0431 0.829
H 3.9154 -1.5018 0.0724 0.682
H 5.0701 -2.9317 1.6998 0.458
H 4.0079 -3.8392 0.6499 0.281
H 3.5110 -3.6185 2.2687 0.025
H 1.6453 -2.5096 1.4777 1.879
C -1.4082 -1.7607 1.9135 0.468
C -2.7547 -2.3156 2.2696 -0.181
C -2.8561 -2.8887 3.6946 -1.658
O -3.6688 -1.2288 2.0914 -0.761
H -1.2616 -0.7821 2.3706 1.149
H -1.2603 -1.6490 0.8394 -0.957
H -0.5744 -2.3680 2.2657 0.256
H -3.0925 -3.1363 1.6368 0.339
H -2.2703 -2.3294 4.4239 0.379
H -2.7004 -3.9641 3.7804 0.303
H -3.8721 -2.7388 4.0600 0.426
H -4.5318 -1.6489 2.0692 0.495
C -4.4761 -1.6818 -1.8166 -2.199
C -3.8280 -1.2063 -0.5085 -1.041
C -2.3351 -0.8830 -0.6062 0.821
O -4.5223 -0.0111 -0.1573 -0.600
H -4.0238 -2.5325 -2.3262 0.380
H -4.4816 -1.0177 -2.6809 0.375
H -5.5266 -1.9231 -1.6541 0.454
H -3.8825 -1.9953 0.2416 0.456
H -1.7959 -1.8302 -0.6117 1.081
H -1.9714 -0.3811 0.2905 -0.187
H -2.0601 -0.2665 -1.4619 0.017
H -4.4148 -0.0463 0.7960 0.479
C -1.2887 -1.3646 -2.7225 -0.935
C -0.2890 -0.9940 -3.8454 -0.396
C -0.6666 0.4480 -4.3597 -0.973
O 0.9841 -0.9163 -3.3161 -0.634
H -1.0452 -2.3364 -2.2930 0.503
H -2.3253 -1.5085 -3.0271 1.079
H -1.2089 -0.7048 -1.8586 -1.846
H -0.3876 -1.7485 -4.6259 0.617
H -0.1513 0.6859 -5.2903 0.459
H -0.4349 1.2171 -3.6230 -1.119
H -1.7387 0.5538 -4.5256 0.623
H 1.4060 -1.7604 -3.4923 0.586
C -0.1640 3.5318 0.3871 0.370
C 0.1724 4.8703 0.9569 -0.923
C -0.5840 5.2408 2.3082 -1.492
O 1.4956 4.9084 1.3473 -0.675
H 0.3085 3.4296 -0.5899 -0.668
H -1.2454 3.4399 0.2863 1.189
H 0.1613 2.6637 0.9604 0.375
H -0.1709 5.6492 0.2760 0.397
H -1.6247 4.9216 2.2517 0.369
H -0.5652 6.2866 2.6148 0.363
H -0.2233 4.6251 3.1322 0.395
H 1.4965 4.6324 2.2668 0.472
C -0.4898 0.6964 1.1848 0.309
C 0.4792 -0.3276 0.4385 2.144
C 0.5058 0.0735 -1.0920 1.902
O 1.7799 -0.2980 1.0637 -1.021
H -0.4382 0.4072 2.2344 0.084
H -1.5202 0.6049 0.8414 0.293
H -0.1948 1.7443 1.1292 -0.845
H 0.0626 -1.3349 0.4486 0.412
H -0.4761 -0.0206 -1.5556 0.626
H 1.0972 -0.7092 -1.5671 -0.001
H 0.7292 1.1306 -1.2359 -1.420
H 2.2792 -1.0724 0.7942 0.272
C -2.7756 1.5962 -2.4468 0.100
C -3.4320 1.9817 -1.1160 0.352
C -2.5491 1.9556 0.1338 0.370
O -4.1673 3.2101 -1.2059 -0.706
H -2.2999 2.5003 -2.8269 -0.968
H -3.5824 1.1340 -3.0156 0.726
H -1.9894 0.8516 -2.3215 0.525
H -4.2117 1.2395 -0.9449 0.452
H -3.0412 2.3479 1.0238 1.083
H -1.6516 2.5351 -0.0824 -1.445
H -2.1550 0.9562 0.3178 -0.768
H -5.0143 3.2478 -0.7557 0.436
C 3.0858 -3.9373 -0.9421 -1.581
C 2.3077 -2.8742 -1.6963 -0.166
C 0.8248 -3.1390 -1.4721 -0.266
O 2.5538 -1.5721 -1.1795 -0.586
H 2.8383 -3.8955 0.1186 0.365
H 4.1604 -3.8057 -1.0683 0.332
H 2.7500 -4.9194 -1.2753 0.643
H 2.6136 -2.8674 -2.7424 0.591
H 0.6305 -3.0811 -0.4011 -0.532
H 0.4149 -4.0797 -1.8396 0.869
H 0.2347 -2.3205 -1.8843 -0.674
H 2.4670 -1.6336 -0.2254 0.017
C 0.7228 1.9767 -2.3640 -1.191
C 0.4309 3.3178 -3.0294 -0.179
C -0.8488 3.4719 -3.7695 -1.642
O 0.3232 4.2794 -2.0321 -0.550
H 1.6038 2.1417 -1.7437 -0.135
H 0.9574 1.1599 -3.0466 1.520
H -0.0037 1.4765 -1.7237 1.320
H 1.2066 3.5777 -3.7496 0.489
H -0.9875 2.6455 -4.4666 0.381
H -0.7153 4.3174 -4.4443 0.521
H -1.7847 3.5924 -3.2239 0.558
H -0.5538 4.1866 -1.6527 0.779
C 0.9257 -1.0578 2.8668 0.730
C 1.2918 -2.4355 3.3946 -1.583
C 0.3296 -3.2829 4.2872 -1.357
O 1.5381 -3.1406 2.2351 -0.478
H 1.8378 -0.6701 2.4133 -0.097
H 0.5675 -0.2092 3.4495 0.310
H 0.0917 -1.1286 2.1685 -1.683
H 2.1724 -2.3210 4.0268 0.399
H 0.2318 -2.6660 5.1805 0.369
H 0.4866 -4.3560 4.3962 0.417
H -0.6342 -3.2076 3.7836 0.168
H 1.7484 -4.0095 2.5850 0.922
C 4.2504 1.4317 1.3460 -2.254
C 3.4036 2.3499 0.4541 -0.052
C 2.0657 1.7324 -0.0708 -1.770
O 3.0113 3.4872 1.2439 -0.697
H 3.5514 1.2849 2.1695 0.555
H 5.0603 2.0355 1.7554 0.396
H 4.5432 0.5272 0.8129 0.576
H 3.9340 2.7716 -0.3997 0.453
H 1.3488 1.5053 0.7182 0.348
H 2.3139 0.8647 -0.6821 0.797
H 1.6860 2.4884 -0.7580 0.434
H 2.2577 3.9157 0.8314 0.553

2.
13
Properties=species:S:1:pos:R:3:nbo_charge:R:1 method="wB97M-V/def2-TZVPD" relative_energy_kcal_mol=22.1 lumo_energy_ev=0.989 total_charge=0 smiles="[H]/N=C1/CCCO1" multiplicity=1
N -1.4417 -1.5215 1.1133 -0.668
C -0.6129 -0.9112 0.3885 0.557
C -0.9095 0.1445 -0.6621 -0.495
C 0.4564 0.8289 -0.8371 -0.427
C 1.1804 0.3487 0.4179 -0.074
O 0.7394 -1.0050 0.5651 -0.515
H -0.9220 -2.0475 1.8193 0.348
H -1.2908 -0.3023 -1.5844 0.240
H -1.6759 0.8252 -0.2822 0.235
H 0.4013 1.9181 -0.8928 0.218
H 0.9690 0.4595 -1.7301 0.212
H 0.8386 0.9058 1.3017 0.168
H 2.2677 0.3568 0.3828 0.201

3.
15
Properties=species:S:1:pos:R:3:nbo_charge:R:1 method="wB97M-V/def2-TZVPD" relative_energy_kcal_mol=51.8 lumo_energy_ev=0.500 total_charge=0 multiplicity=1
C 1.5486 0.1239 0.0216 0.860
C 0.6683 1.3337 0.2534 -0.340
C -2.4104 -0.6759 -0.0417 -0.669
C -0.9993 -0.1800 0.0456 0.566
O -0.0361 -1.0828 0.0939 -0.720
O 2.5427 -0.0082 0.8782 -0.624
O 1.7722 -0.3982 -1.1750 -0.714
N -0.7373 1.0817 0.0645 -0.544
H 0.8751 -0.8635 -1.3121 0.542
H 3.1546 -0.6909 0.5557 0.505
H 1.0112 2.0931 -0.4615 0.232
H 0.8714 1.7066 1.2610 0.220
H -3.1037 0.1600 -0.0889 0.234
H -2.6294 -1.2937 0.8306 0.229
H -2.5279 -1.3058 -0.9252 0.223

4.
14
Properties=species:S:1:pos:R:3:nbo_charge:R:1 method="wB97M-V/def2-TZVPD" relative_energy_kcal_mol=154.0 lumo_energy_ev=0.763 total_charge=0 multiplicity=1
C -1.8539 -1.1336 0.0280 -0.665
C -1.0463 0.1679 -0.0578 0.360
C 2.5181 0.1871 -0.0101 -0.179
H -2.9148 -1.0681 0.2325 0.242
H -1.7015 -1.6345 -0.9551 0.233
H -1.5634 -1.7359 1.0312 0.228
H 0.8744 -1.2186 0.1063 0.373
H 3.1511 0.9911 -0.0719 0.189
H 2.9946 -0.7957 0.4252 0.170
H 0.1792 2.1109 -0.3960 0.474
N 0.3581 -0.3064 -0.1778 -0.469
N 1.3291 0.5879 -0.0980 -0.225
N -1.5108 1.3600 -0.2294 -0.184
O -0.8138 2.4880 0.1730 -0.545

5.
31
Properties=species:S:1:pos:R:3:nbo_charge:R:1 method="wB97M-V/def2-TZVPD" lumo_energy_ev=8.322 total_charge=-5 multiplicity=1
Li 0.2751 -0.1477 0.1463 0.951
S -4.4679 0.0900 1.7006 2.615
O -4.6538 0.7216 3.0167 -1.168
O -5.6410 0.3997 0.8409 -1.164
O -3.2863 0.5309 1.0560 -1.152
O -4.3066 -1.3411 1.9340 -1.120
S -1.0796 -3.7030 -2.8270 2.631
O -2.4651 -3.3101 -2.9102 -1.134
O -0.2023 -2.5581 -2.6348 -1.153
O -0.9697 -4.6035 -1.7193 -1.112
O -0.6290 -4.3145 -4.0616 -1.180
S 2.7289 -2.5502 2.1464 2.620
O 3.3650 -1.4392 1.3922 -1.214
O 3.4088 -2.5532 3.4213 -1.155
O 1.2852 -2.3281 2.2620 -1.118
O 2.9543 -3.7316 1.4028 -1.112
O 4.9314 -0.5659 -2.9546 -0.955
H 5.7574 -1.0418 -2.8681 0.451
H 4.5333 -0.6162 -2.0856 0.502
O -1.5977 4.1912 3.2799 -0.942
H -1.5903 3.4897 2.6288 0.502
H -0.8344 4.7270 3.0642 0.437
O 1.0585 2.8494 -1.2918 -0.941
H 1.7880 3.4486 -1.1339 0.449
H 0.6271 3.1969 -2.0725 0.471
O 2.9686 2.2681 3.1974 -0.935
H 2.7791 3.1436 2.8601 0.435
H 3.2684 1.7760 2.4330 0.493
O -3.1000 1.5889 -3.5723 -0.973
H -3.8700 1.1699 -3.9567 0.464
H -3.0354 1.2130 -2.6944 0.507

6.
79
Properties=species:S:1:pos:R:3:mulliken_charge:R:1 method="wB97M-V/def2-TZVPD" lumo_energy_ev=0.566 total_charge=0 smiles="[H]/N=C/CBCCCCCCC.COC(=O)OC.COC(=O)OC.COC(=O)OC.COC(=O)OC" multiplicity=1
C -0.5678 3.9480 2.6953 -0.953
C 0.2447 3.3174 1.4909 -0.504
C -0.5259 2.2448 0.6257 -0.556
C -1.3994 1.2137 1.4381 -1.021
C -0.6376 0.4583 2.6029 0.093
C -1.7149 0.1784 3.7527 -0.812
C -1.4206 -1.1504 4.5838 -0.580
B -0.4437 -0.7707 5.8118 0.261
C 0.8658 -1.6263 6.2350 -0.514
C 2.0898 -1.3361 5.2777 -0.271
N 1.9715 -0.5690 4.2398 -0.371
H -0.8800 5.0027 2.4667 0.336
H -1.4768 3.3785 3.0138 0.239
H 0.1353 4.0023 3.5804 0.211
H 1.2526 2.9513 1.8506 0.331
H 0.4927 4.1726 0.7885 0.364
H 0.2750 1.6356 0.0954 0.219
H -1.1379 2.6902 -0.2171 0.235
H -1.8813 0.4531 0.7494 0.402
H -2.2646 1.7847 1.8900 0.309
H -0.2451 -0.5319 2.2290 0.343
H 0.2136 1.0864 2.9781 0.164
H -2.7169 0.0698 3.2458 0.361
H -1.7557 1.0316 4.4816 0.198
H -2.4043 -1.4763 5.0577 0.209
H -1.0605 -2.0129 3.9624 0.299
H -0.7355 0.1847 6.4527 -0.111
H 0.7094 -2.7438 6.2193 0.289
H 1.1731 -1.2931 7.2721 0.287
H 3.0788 -1.8105 5.5401 0.342
H 2.8933 -0.5390 3.7875 0.203
C -0.7688 -7.3297 10.0271 -0.623
O -1.2637 -6.6722 8.8618 -0.326
C -1.3403 -5.3418 8.9761 0.762
O -1.0360 -4.6971 9.9439 -0.538
O -1.8150 -4.8543 7.8241 -0.322
C -1.9499 -3.4346 7.8045 -0.452
H -0.7507 -8.3983 9.8191 0.221
H 0.2471 -7.0022 10.2521 0.289
H -1.4274 -7.1524 10.8784 0.292
H -0.9799 -2.9548 7.9421 0.170
H -2.6556 -3.1037 8.5678 0.351
H -2.3406 -3.1516 6.8280 0.169
C -1.8591 1.1794 -3.4740 -0.560
O -2.6781 2.3131 -3.1868 -0.204
C -3.4298 2.7256 -4.2126 0.766
O -3.4656 2.2326 -5.3119 -0.583
O -4.1374 3.7833 -3.8054 -0.334
C -4.9930 4.3336 -4.8061 -0.636
H -1.2990 0.9392 -2.5715 0.192
H -2.4731 0.3175 -3.7404 0.309
H -1.1497 1.4078 -4.2702 0.231
H -5.7338 3.5995 -5.1260 0.284
H -4.4111 4.6893 -5.6575 0.296
H -5.5137 5.1814 -4.3637 0.227
C 2.2506 -1.0414 -8.8963 -0.715
O 1.6200 0.0127 -8.1705 -0.228
C 0.3039 -0.1556 -7.9881 0.716
O -0.3488 -1.0875 -8.3747 -0.548
O -0.1543 0.8954 -7.2996 -0.286
C -1.5586 0.8534 -7.0262 -0.619
H 3.3083 -0.7957 -8.9806 0.225
H 2.1553 -1.9877 -8.3620 0.324
H 1.8316 -1.1223 -9.9002 0.305
H -1.8062 -0.0167 -6.4167 0.313
H -2.1313 0.8485 -7.9547 0.394
H -1.8136 1.7466 -6.4701 0.143
C 7.0753 -0.3738 -4.9691 -0.627
O 6.3755 0.5066 -5.8459 -0.322
C 5.1207 0.7752 -5.4640 0.778
O 4.5745 0.3456 -4.4827 -0.541
O 4.5829 1.6035 -6.3644 -0.331
C 3.2338 1.9775 -6.0816 -0.543
H 8.0747 -0.5183 -5.3767 0.221
H 7.1660 0.0649 -3.9744 0.290
H 6.5773 -1.3430 -4.9179 0.288
H 3.1726 2.5100 -5.1310 0.339
H 2.5853 1.1021 -6.0754 0.208
H 2.9017 2.6463 -6.8737 0.235